Below is a cluster of 6 separate species, C54H72BrF8IN6O4 in total at a distorted geometry, with properties calculated with ωB97M-V/def2-TZVPD.

Structure (XYZ):
```
146
Properties=species:S:1:pos:R:3
C 2.8045 2.7250 5.2148
C 1.4697 2.8471 4.4592
C 1.5317 2.2785 3.0420
N 1.9537 0.8825 3.0189
C 0.9269 -0.0861 3.4084
C 1.3634 -0.8393 4.6660
C 2.4371 -1.9185 4.5508
O 2.0395 -2.9933 3.7088
C 3.8279 -1.4634 4.1264
F 3.9456 -1.1699 2.8500
F 4.7065 -2.4343 4.3705
F 4.2332 -0.4113 4.8219
O 0.6381 -1.0306 2.3994
C -0.2008 -0.7432 1.2726
C 0.5976 0.0839 0.2276
C 1.9321 -0.4486 -0.2949
C 2.4540 0.3795 -1.4848
C 3.8016 1.0761 -1.2509
N 3.7065 2.5273 -1.4778
C 4.8606 3.2519 -1.0887
N 5.7885 3.4831 -1.9137
N 4.8895 3.7384 0.2651
C -1.4244 0.1789 1.5962
C -2.3186 0.3156 2.8745
C -2.3745 1.7679 3.3584
Br -1.9257 -0.7674 4.4475
C -0.5639 -2.1748 0.6627
C -0.9757 -2.1045 -0.8399
N 0.0972 -2.0700 -1.8374
C -0.1505 -1.1287 -2.9259
C -1.7336 -2.9109 1.4096
C -3.1917 -2.5475 1.3166
O -3.9462 -2.5923 2.2066
O -3.6627 -2.2307 0.0564
N 0.6410 -2.9962 0.8351
C 0.6115 -4.3162 0.2137
C 1.9676 -4.9086 -0.2569
C 2.0224 -5.1332 -1.7660
I 3.6812 -3.7896 0.3451
H 2.7320 2.0499 6.0735
H 3.1337 3.6925 5.6051
H 3.5826 2.3096 4.5673
H 1.1575 3.8964 4.3892
H 0.6705 2.3441 5.0211
H 2.2563 2.8592 2.4555
H 0.5498 2.4300 2.5531
H 2.3231 0.6328 2.1170
H 0.0345 0.5018 3.6763
H 0.5045 -1.3071 5.1469
H 1.7499 -0.0703 5.3466
H 2.6065 -2.2959 5.5699
H 2.3455 -3.8190 4.1080
H -0.0526 0.3559 -0.6138
H 0.7965 1.0410 0.7247
H 1.8322 -1.4934 -0.5658
H 2.6923 -0.4132 0.4915
H 2.5372 -0.2676 -2.3657
H 1.7265 1.1621 -1.7447
H 4.5682 0.6446 -1.9112
H 4.1466 0.9377 -0.2186
H 3.5631 2.7125 -2.4679
H 6.4957 4.0672 -1.4693
H 3.9988 4.1979 0.4387
H 4.9246 2.9595 0.9204
H -2.1009 -0.0128 0.7513
H -1.0716 1.2010 1.4308
H -3.3426 0.0354 2.6224
H -3.2897 1.9326 3.9351
H -1.5290 2.0262 4.0010
H -2.4008 2.4471 2.4976
H -1.6079 -1.2239 -0.9951
H -1.6378 -2.9586 -1.0270
H 0.1955 -2.9904 -2.2491
H -0.1542 -0.1034 -2.5457
H -1.1000 -1.2976 -3.4599
H 0.6630 -1.2001 -3.6553
H -1.5203 -2.9683 2.4810
H -1.6943 -3.9441 1.0254
H -3.8519 -1.2799 0.0448
H 0.8094 -3.1116 1.8312
H -0.0560 -4.3097 -0.6452
H 0.1871 -5.0699 0.8978
H 2.1056 -5.8707 0.2405
H 2.8800 -5.7484 -2.0494
H 2.0762 -4.1808 -2.3024
H 1.1151 -5.6648 -2.0863
F -1.6620 -5.7693 -1.1815
C -2.9302 -6.2507 -1.1196
C -3.1177 -7.6139 -1.2154
C -4.4161 -8.1010 -1.1580
C -5.4877 -7.2294 -1.0134
C -5.2584 -5.8641 -0.9208
C -3.9661 -5.3555 -0.9682
H -2.2654 -8.2686 -1.3341
H -4.5880 -9.1669 -1.2280
H -6.4976 -7.6143 -0.9730
H -6.0887 -5.1781 -0.8106
H -3.7931 -4.2931 -0.8900
F 0.0618 2.9852 -1.7469
C 0.4207 3.8574 -2.7151
C 0.8282 5.1246 -2.3469
C 1.1937 6.0126 -3.3480
C 1.1514 5.6272 -4.6813
C 0.7394 4.3449 -5.0165
C 0.3658 3.4415 -4.0297
H 0.8547 5.3883 -1.2988
H 1.5259 7.0082 -3.0818
H 1.4417 6.3236 -5.4563
H 0.7012 4.0426 -6.0555
H 0.0419 2.4379 -4.2656
F -6.7371 -0.2031 3.2070
C -7.5280 -1.0151 2.4661
C -7.0581 -2.2703 2.1381
C -7.8772 -3.0845 1.3672
C -9.1248 -2.6440 0.9453
C -9.5632 -1.3745 1.2967
C -8.7617 -0.5427 2.0667
H -6.0797 -2.5856 2.4693
H -7.5316 -4.0754 1.0992
H -9.7552 -3.2874 0.3460
H -10.5339 -1.0249 0.9701
H -9.0799 0.4495 2.3556
F 2.4525 5.8811 0.2761
C 2.5746 7.1682 0.6813
C 3.6617 7.5076 1.4593
C 3.7838 8.8281 1.8679
C 2.8323 9.7702 1.5007
C 1.7507 9.3922 0.7173
C 1.6118 8.0769 0.2953
H 4.3896 6.7538 1.7276
H 4.6307 9.1198 2.4748
H 2.9341 10.7972 1.8239
H 1.0056 10.1228 0.4312
H 0.7768 7.7615 -0.3161
F -0.0802 0.2153 -4.9289
C 0.6268 -0.4196 -5.8924
C 0.2235 -1.6791 -6.2846
C 0.9603 -2.3240 -7.2685
C 2.0715 -1.7116 -7.8315
C 2.4508 -0.4442 -7.4106
C 1.7254 0.2187 -6.4306
H -0.6439 -2.1345 -5.8267
H 0.6614 -3.3114 -7.5951
H 2.6420 -2.2218 -8.5955
H 3.3197 0.0341 -7.8429
H 2.0013 1.2054 -6.0831
```

Summary:
E_tot = -6400.93796 hartree
LUMO energy = 0.4 eV
Highest occupied orbital energy = -8.28 eV
HOMO-LUMO gap = 8.667 eV